1.
A 9-piece molecular cluster, C42H77F12N14P2 overall in a non-equilibrium geometry, computed with the ωB97M-V functional and the def2-TZVPD basis.

Values from the calculation:
* net charge: +5
* gap between HOMO and LUMO: 9.02 eV
* energy relative to the best compared isomer or geometry (same formula, charge and spin): 0.433 eV
* energy: -4293.09449 hartree
* lowest unoccupied orbital energy: -9.8 eV

XYZ file:
```
147
C42H77F12N14P2, DFT the ωB97M-V functional and the def2-TZVPD basis
H -3.601 -0.238 2.266
F 3.178 1.086 -2.148
H 2.237 4.006 3.427
C -2.123 3.473 -3.914
H -3.520 -6.501 -4.520
H -2.220 -7.108 -1.068
H -1.087 -6.446 -5.038
C 4.819 6.508 -0.937
H -2.027 -4.092 1.105
H 0.982 0.544 -1.909
N 3.479 -3.065 1.473
H 4.585 5.920 -1.823
N 5.334 -2.044 1.938
H -5.579 3.376 1.356
H -2.201 -1.972 5.862
H 1.565 -3.642 2.045
H -4.494 2.675 3.990
H 0.793 2.455 -1.119
H 7.434 -2.178 1.826
C -5.584 1.432 0.301
H -3.194 3.269 2.889
H -4.442 2.073 -4.437
H 4.929 2.944 2.351
C -2.306 2.430 -1.985
H 2.942 -0.039 -4.271
C 3.267 4.153 3.100
C 4.596 -3.118 2.186
H 4.603 7.546 -1.168
H -0.460 -4.659 0.547
C 0.677 -0.464 5.854
H 3.742 4.651 3.950
C 3.508 -1.911 0.714
N -2.476 -5.847 -2.751
C -6.236 -1.797 0.321
C 0.854 -0.444 -2.329
C -0.113 3.040 -0.971
H 3.329 2.256 2.108
H 6.750 -2.322 3.430
C 2.527 6.255 1.856
H 6.992 0.221 1.732
F 1.044 -1.038 2.347
H -1.811 0.664 -6.399
F -1.316 0.315 0.561
H -5.297 3.798 -2.033
H -1.794 -8.072 -5.233
C -2.201 -6.111 -1.483
H 1.722 6.578 2.492
C -1.509 -7.305 -4.517
P 4.298 2.233 -1.738
H 2.618 -1.559 0.225
H 2.685 -4.946 1.995
C -4.991 -1.008 -0.068
C 3.948 2.832 2.802
H -1.144 -3.516 3.991
F -0.119 -1.618 0.428
C 0.469 -2.958 5.411
H -6.307 3.194 -3.250
C 4.093 5.064 0.943
C -5.277 2.348 1.242
H -4.118 -1.621 0.146
H -5.197 4.380 -3.770
H 6.228 0.224 3.353
H -0.537 2.664 -0.040
C -0.828 -0.390 -8.018
F 3.432 2.472 -0.374
C -2.675 0.575 6.728
F 5.006 1.944 -3.138
H 0.826 -3.407 6.336
N 0.087 0.179 -5.782
F 5.152 1.013 -1.068
H 2.656 7.879 0.403
H 2.128 -4.183 0.417
N 0.803 -0.291 -3.786
H 0.034 1.543 6.346
H 1.640 -1.140 -2.065
F 5.445 3.246 -1.263
H -2.422 1.240 7.548
H -6.127 -2.214 1.322
N -4.421 1.738 2.123
H 0.156 4.075 -0.771
F 1.022 0.325 0.567
N -4.898 0.278 0.629
C -2.776 -6.835 -3.799
C 6.922 -0.292 2.693
H -2.310 -4.041 -3.914
C 1.911 -0.111 -4.578
H -0.108 -4.872 4.636
F 3.474 3.451 -2.405
H 5.044 -0.351 0.610
H -0.037 4.111 -3.519
C 2.394 -4.046 1.459
N -2.947 2.729 -3.106
C -0.199 0.501 6.208
H 4.845 -3.901 2.884
N -1.446 -0.057 6.240
F -1.239 -1.128 2.373
H -1.295 -4.187 5.613
C -2.334 -4.493 -2.937
C -1.529 -4.880 0.552
H -6.418 -2.598 -0.395
C 1.457 0.101 -5.835
P -0.130 -0.356 1.477
C -0.970 3.660 -3.225
H 4.838 4.328 0.694
H -0.076 -0.839 -1.920
H -1.589 -5.880 0.973
C -0.831 0.596 -6.873
C -4.358 2.370 -3.393
H -4.551 1.492 -2.778
N -0.065 -1.623 5.654
H 3.954 2.230 3.708
H -0.025 -0.304 -8.751
H -1.256 -0.110 -4.077
H -3.015 1.760 3.692
N 3.307 5.128 2.003
H 1.733 -0.545 5.668
C -5.274 3.535 -3.090
H -0.533 1.609 -7.141
N -1.093 2.978 -2.043
C -1.326 -1.349 5.931
H 7.925 -0.182 3.108
H 5.847 6.335 -0.643
C -0.281 -0.073 -4.535
F -0.148 0.930 2.435
N 3.931 6.129 0.174
N -2.025 -4.974 -0.820
H -7.149 -1.200 0.318
C 2.953 6.905 0.754
H -0.786 -7.720 -3.818
C -4.242 0.469 1.765
H 1.268 -2.896 4.674
H -1.659 -2.981 -1.438
H -2.642 1.870 -1.129
C 6.676 -1.770 2.493
H 2.019 0.298 -6.732
C -3.761 2.407 3.232
H -1.747 -0.231 -8.584
C 4.664 -1.277 1.011
H -3.198 1.039 5.898
C -2.074 -3.931 -1.735
H -3.279 -7.660 -3.290
H -5.012 -0.760 -1.130
C -0.577 -3.908 4.834
H -3.345 -0.173 7.150
H -0.760 -1.423 -7.677
H -6.280 1.332 -0.517
H -2.430 3.817 -4.887
```


2.
A 12-piece molecular cluster, C42H81Br6N3O24 overall in a non-equilibrium geometry, computed with the ωB97M-V functional and the def2-TZVPD basis.

Values from the calculation:
* net charge: 0
* gap between HOMO and LUMO: 8.92 eV
* energy relative to the best compared isomer or geometry (same formula, charge and spin): 0.000 eV
* energy: -19062.84286 hartree
* structure (SMILES): COCCNCCOC.COCCNCCOC.COCCNCCOC.O=C1OCCO1.O=C1OCCO1.O=C1OCCO1.O=C1OCCO1.O=C1OCCO1.O=C1OCCO1.BrCCBr.BrCCBr.BrCCBr
* lowest unoccupied orbital energy: 0.0 eV

XYZ file:
```
156
C42H81Br6N3O24, DFT the ωB97M-V functional and the def2-TZVPD basis
H -5.526 -1.824 1.278
H 0.231 -0.510 0.143
H -6.714 0.021 -3.422
H 2.128 -5.186 7.832
O 6.295 0.683 -2.022
C 0.105 0.821 -1.643
C 1.859 -2.926 6.596
H -0.744 -5.651 8.356
C 0.267 -6.006 8.097
H 2.341 -1.100 5.653
C 5.772 4.906 0.238
H -1.733 5.099 -2.586
H 9.502 -0.055 1.528
H 1.660 0.734 -6.593
H 3.269 1.138 0.699
H -4.165 -0.183 2.156
H 0.420 0.145 -2.434
Br -3.462 6.501 -8.685
H 0.554 -4.328 6.184
H 0.546 -1.287 6.121
O -2.626 -1.853 1.036
C 0.088 -8.021 9.257
O 6.709 2.556 -3.243
C -0.935 1.552 -6.010
H 2.709 -3.645 2.690
H -4.995 1.093 -5.559
H 6.566 -0.797 1.119
H -2.459 0.842 0.131
H -4.089 -1.510 -4.300
O 4.900 -4.118 -0.845
Br -8.510 5.670 -2.500
H -3.837 6.454 -6.164
H -2.805 1.695 -4.336
H -0.298 0.867 -5.440
H -2.035 -1.080 5.145
H -0.793 3.898 -1.794
O 5.282 3.788 0.983
C -1.816 4.272 -1.879
H -3.553 -0.073 5.079
C 7.597 -0.844 0.771
O -2.817 3.331 -2.254
Br -5.089 3.711 -7.084
C 1.457 -1.739 5.727
C -2.073 -3.806 -0.242
H -0.102 -8.583 8.335
C -2.252 -2.284 -0.247
H -5.409 1.110 1.982
C -2.517 -2.921 1.844
C 4.135 0.445 -2.853
H 5.614 -1.187 -2.456
H 0.590 1.154 0.458
C 0.730 0.364 -0.283
O 2.883 -3.401 -0.236
H -1.896 0.481 -2.369
H 0.157 -6.373 7.067
C -3.168 5.925 -6.840
C -1.366 1.158 3.366
H -1.389 2.271 -0.095
C 1.870 -3.805 0.726
H -3.049 -1.970 -0.922
C -4.350 0.554 -4.856
O -0.157 1.603 -7.207
H -0.934 2.546 -5.552
N 0.731 -3.780 7.020
H -6.336 6.807 -2.002
C -6.704 -1.042 -3.675
H -2.486 0.043 -6.708
O -2.379 -4.091 1.149
H 0.339 1.878 -1.780
H -1.039 -3.945 -0.547
O 7.179 3.020 0.156
H 2.213 0.195 1.642
C -4.706 -0.952 -5.018
H 5.886 5.770 0.891
H 3.415 0.852 -2.139
Br -5.953 -0.327 3.882
C -2.311 0.947 -6.126
Br -5.075 -0.351 -0.705
H 1.185 -0.428 3.396
H 1.352 -2.906 1.050
H 0.685 -1.779 2.447
O 4.947 1.276 -3.653
C -5.223 0.045 2.082
H 1.181 -4.521 0.285
C -3.095 2.422 -1.157
O 5.895 1.725 1.518
H -6.059 5.430 -4.122
C -1.991 1.511 -0.596
O -6.070 -1.274 -4.925
O -2.365 0.233 3.503
O -0.966 1.517 2.299
H -1.338 -1.821 -0.616
H 8.114 -0.256 2.683
C -6.576 5.745 -2.052
Br -6.315 3.132 -3.300
H -2.612 1.752 5.870
N -1.352 0.596 -1.520
H 2.458 -2.604 7.449
H 2.592 -5.341 2.118
C 0.742 -1.425 3.476
H -6.316 -1.578 -2.809
H -2.116 4.707 -0.922
H -3.063 4.132 -5.665
H 3.547 -0.166 -3.537
H 7.953 4.803 0.177
H 2.473 -3.582 5.971
O -1.040 1.623 4.561
H 7.214 4.377 -1.387
H -6.338 5.408 -1.045
H 0.663 -8.699 9.881
H -1.296 0.768 6.492
C -2.487 -0.132 4.852
H -0.303 -1.352 3.788
C -5.818 5.012 -3.148
O 1.400 -2.280 4.396
C 6.112 2.741 0.924
H -4.062 1.991 -1.438
C 1.159 -4.717 8.052
H -2.186 6.272 -6.512
H -4.758 0.854 -3.889
H 1.552 2.445 -6.319
C 4.043 -4.007 -0.013
C 2.827 0.135 0.736
O -2.665 -2.899 3.028
C 2.812 -4.313 1.836
O 2.094 -0.044 -0.459
C 8.761 -2.780 1.040
O 9.118 -2.007 2.048
H 3.620 -0.557 1.024
H 4.790 -0.515 -1.025
C -5.844 -0.829 0.972
H -2.974 1.675 -6.613
H -0.876 -7.701 9.665
C 7.073 4.372 -0.308
C 8.680 -0.688 1.857
C 6.060 1.584 -2.969
C 5.189 -0.291 -2.009
H 1.212 -4.202 9.009
H -4.316 -1.293 -5.980
H -6.924 -0.736 1.033
O 8.986 -3.948 0.956
C -1.852 1.020 5.592
N -2.942 0.799 -4.793
O 7.981 -2.071 0.174
H 1.737 1.789 -7.951
H 5.094 5.205 -0.561
H -4.741 5.032 -2.991
H -7.727 -1.359 -3.879
O 0.827 -6.839 9.032
H -3.343 3.087 -0.319
C 1.221 1.654 -7.002
H -2.788 -4.279 -0.908
O 4.127 -4.317 1.278
H 7.745 0.070 0.193
C -3.243 4.422 -6.701
H -2.590 3.826 -7.330
```


Q: Look up the energy of the first one.
A: -4293.09449 hartree


Q: Look up the gap between HOMO and LUMO of the first one.
A: 9.02 eV


Q: Number 2 is which compound?
A: C42H81Br6N3O24


Q: The highest lowest unoccupied orbital energy belongs to which entry?
A: C42H81Br6N3O24